A single C4H7NO molecule, computed with the ωB97M-V functional and the def2-TZVPD basis.

Properties
Multiplicity = 1
SMILES = O[C@H]1C[C@H]2N[C@@H]12

Geometry (Å):
O (1.919, -0.072, 0.905)
C (1.024, 0.135, -0.174)
C (0.138, -1.078, -0.642)
C (-1.099, -0.212, -0.429)
N (-1.093, 0.135, 0.995)
C (-0.277, 0.927, 0.046)
H (1.593, 0.409, 1.671)
H (1.705, 0.539, -0.915)
H (0.197, -1.933, 0.033)
H (0.286, -1.395, -1.680)
H (-2.020, -0.189, -1.008)
H (-1.938, 0.671, 1.192)
H (-0.457, 1.993, -0.057)

=====

A molecular structure, C17H21N3PtS2SbSe4, computed with the ωB97M-V functional and the def2-TZVPD basis.

Properties
Total charge = -1
Multiplicity = 1

Geometry (Å):
Pt (0.137, 0.712, -0.361)
C (3.840, -0.291, -0.107)
C (3.738, 1.197, -0.169)
N (2.611, 1.816, -0.341)
C (2.780, 3.180, -0.335)
C (4.068, 3.593, -0.189)
S (5.095, 2.238, -0.023)
C (1.579, 4.015, -0.371)
C (1.522, 5.368, -0.238)
S (-0.111, 5.857, -0.156)
C (-0.618, 4.219, -0.311)
N (0.367, 3.381, -0.440)
C (-2.046, 3.820, -0.224)
H (2.870, -0.662, 0.224)
H (4.613, -0.609, 0.591)
H (4.066, -0.709, -1.090)
H (4.445, 4.599, -0.136)
H (2.334, 6.068, -0.151)
H (-2.704, 4.550, -0.693)
H (-2.340, 3.702, 0.821)
H (-2.190, 2.841, -0.675)
Se (-2.612, 1.067, 4.705)
Sb (-2.896, 0.115, 2.507)
Se (-4.391, 1.317, 1.023)
Se (-0.340, 0.623, 1.946)
Se (-3.058, -2.320, 2.294)
C (-0.576, -4.439, 0.763)
N (0.522, -3.454, 0.570)
C (0.562, -2.504, 1.721)
C (0.486, -2.708, -0.762)
C (-0.824, -2.084, -1.119)
C (-1.784, -2.919, -1.698)
C (-3.015, -2.436, -2.099)
C (-3.273, -1.083, -1.961)
C (-2.309, -0.241, -1.436)
C (-1.059, -0.703, -0.995)
H (-0.380, -4.969, 1.692)
H (-0.597, -5.122, -0.083)
H (-1.509, -3.882, 0.855)
H (1.408, -3.954, 0.563)
H (-0.278, -1.821, 1.629)
H (1.501, -1.958, 1.679)
H (0.446, -3.066, 2.644)
H (0.770, -3.450, -1.513)
H (1.263, -1.946, -0.667)
H (-1.554, -3.967, -1.854)
H (-3.763, -3.108, -2.498)
H (-4.242, -0.677, -2.219)
H (-2.555, 0.804, -1.315)

=====

The calculation returns the following max |F| values, one per record and in order: 1.02; 0.59 eV/Å.
The calculation returns the following HOMO-LUMO gap values, one per record and in order: 10.38; 4.91 eV.